Computed, not measured: a cluster of 8 separate species, C17H50ClN12O13 in total at a distorted geometry, with ωB97M-V/def2-TZVPD.

```
93
Properties=species:S:1:pos:R:3:forces:R:3
Cl 0.2751 -1.1668 -1.3048 2.1 1.5 -0.9
O -0.0070 -2.2401 -0.3907 -0.8 -0.6 -0.4
O 1.3542 -0.4401 -0.6977 0.4 1.0 0.8
O 0.7926 -1.5956 -2.5779 -0.5 -1.4 -0.3
O -0.8446 -0.3051 -1.5723 -0.5 -0.4 0.8
C -3.6946 3.0703 -0.1112 2.7 -1.5 1.8
O -3.1439 3.3045 0.9503 0.1 0.9 0.0
N -4.9051 3.4687 -0.4265 -3.2 1.0 -1.3
N -3.1817 2.2339 -1.0373 0.8 -0.7 -1.2
H -5.1733 3.2364 -1.3705 -0.4 0.4 0.1
H -5.3447 4.2415 0.0452 0.2 -0.2 0.0
H -2.2358 1.8869 -1.0180 -0.1 0.2 0.6
H -3.7116 1.8963 -1.8331 0.1 0.2 0.1
C 4.5331 0.2052 -2.4576 0.4 1.0 -2.3
O 5.2076 0.9778 -3.1311 0.9 0.7 0.7
N 3.5948 -0.5041 -3.0322 -1.8 -1.8 -1.2
N 4.5899 -0.0364 -1.1662 1.2 0.2 2.5
H 3.0120 -1.0688 -2.4349 -0.6 0.0 -0.9
H 3.5050 -0.4482 -4.0330 -0.3 -0.2 0.3
H 3.9126 -0.6717 -0.7774 0.1 0.5 0.4
H 5.0783 0.6523 -0.6178 -0.2 -0.5 0.3
C -2.3006 0.3963 2.5703 -0.6 1.8 0.9
O -2.2245 1.5538 2.9437 0.6 0.1 0.2
N -1.6257 -0.1544 1.5874 2.4 -0.3 -2.5
N -3.1379 -0.4629 3.1387 -1.9 -1.2 1.2
H -1.8213 -1.0548 1.1821 0.0 0.1 0.2
H -0.9254 0.4134 1.1351 -0.2 -0.1 -0.1
H -3.0911 -1.4446 2.9088 -0.1 0.1 0.5
H -3.5988 -0.0955 3.9557 -0.1 -0.4 -0.1
C 3.2510 -4.9736 0.6426 2.0 -2.2 1.5
O 4.1034 -5.8543 0.8602 -1.1 0.8 -0.4
N 2.4763 -4.9061 -0.4389 -0.3 0.4 -0.3
N 2.9678 -4.0320 1.5680 0.1 0.8 1.2
H 2.7675 -5.5148 -1.1873 -0.2 0.6 -0.4
H 2.1560 -3.9493 -0.4829 -0.7 -0.3 -1.6
H 2.5318 -3.1469 1.3602 -0.1 -0.2 0.1
H 3.4270 -4.1486 2.4569 0.1 0.2 -0.2
C -4.3379 -0.2148 -3.0433 -2.4 0.2 1.9
O -4.2640 0.9880 -3.2104 0.0 1.1 -1.1
N -3.3587 -1.0546 -3.1008 3.9 -0.4 -1.4
N -5.4187 -0.8050 -2.5056 -2.4 -0.6 0.1
H -3.4143 -2.0584 -3.0975 0.0 0.3 0.3
H -2.4919 -0.5339 -3.1126 0.6 -0.9 -0.2
H -6.3245 -0.3647 -2.5209 0.3 0.1 0.0
H -5.3569 -1.7741 -2.2335 0.0 0.2 0.0
C -4.9126 -2.8075 0.0797 1.6 -0.5 0.1
O -4.0760 -3.0826 -1.0679 -1.2 -0.7 0.0
C -2.7092 -3.3926 -0.7746 -0.6 0.9 0.6
C -2.4963 -4.5592 0.1947 1.1 -0.4 -0.5
N -1.0922 -4.6049 0.6583 -1.9 -0.9 1.6
C -0.8321 -4.1347 2.0411 1.4 1.5 -1.4
C -1.8603 -4.2675 3.1483 0.8 -0.4 -1.1
O -2.9219 -3.3354 3.1316 -0.7 -0.3 -0.8
C -3.9373 -3.6063 4.0866 0.1 0.4 0.1
H -4.7751 -3.5896 0.8273 -0.5 -0.3 -0.1
H -5.9561 -2.7426 -0.2203 0.2 0.1 -0.1
H -4.5460 -1.9317 0.6192 -0.3 0.5 -0.3
H -2.2728 -2.4375 -0.4726 0.2 -0.3 0.6
H -2.1812 -3.6095 -1.7042 -0.3 -0.1 -0.3
H -2.6656 -5.5104 -0.3144 -0.2 0.1 -0.5
H -3.2223 -4.6149 1.0037 0.4 0.5 0.3
H -0.4594 -4.3395 -0.0811 0.2 0.4 0.6
H -0.4348 -3.1146 2.0262 -0.5 0.6 -0.1
H 0.0779 -4.5988 2.4273 -0.2 -0.8 0.0
H -1.2279 -4.0955 4.0209 -0.4 -0.4 0.5
H -2.2055 -5.2949 3.0097 -0.4 -0.2 0.8
H -4.7882 -2.9317 3.9816 0.5 0.6 -0.3
H -3.4844 -3.4334 5.0638 -0.4 -0.5 0.3
H -4.4539 -4.5610 3.9707 0.7 -0.6 0.1
C 1.3847 4.7369 -1.9392 -1.5 -0.1 1.3
O 2.0313 4.2636 -0.7504 0.8 0.1 -1.5
C 2.9099 3.1809 -1.0925 0.4 0.0 1.5
C 3.7885 2.8448 0.1518 -0.2 -0.1 0.7
N 3.9976 3.9445 1.1611 -2.0 -1.3 -1.4
C 5.2549 4.5497 1.1313 2.4 1.5 0.0
C 5.4029 5.5136 -0.0771 -1.4 -0.9 0.5
O 4.4379 6.6096 0.0018 2.0 -0.7 -0.2
C 5.1050 7.8605 -0.0226 -0.7 -0.1 0.4
H 0.9208 3.8823 -2.4343 0.5 0.0 -0.6
H 1.9279 5.4361 -2.5753 0.6 -0.5 0.0
H 0.5051 5.2936 -1.6104 0.1 0.2 0.3
H 3.6107 3.3595 -1.9097 -0.4 0.5 -0.4
H 2.2969 2.3024 -1.2993 0.1 -0.1 -0.3
H 4.7590 2.4839 -0.1903 0.1 0.1 -0.1
H 3.2950 2.0133 0.6559 0.1 0.0 0.2
H 3.3901 4.6433 0.7469 -0.7 0.4 0.8
H 6.1032 3.8603 1.1459 -0.2 -0.5 -0.6
H 5.4686 5.0453 2.0823 -0.4 0.6 0.0
H 5.0261 4.9091 -0.9038 0.4 0.1 -0.4
H 6.4354 5.8094 -0.2621 -0.1 0.4 0.0
H 5.3614 8.1529 0.9981 -0.1 0.3 0.1
H 4.3705 8.5274 -0.4737 0.3 0.4 0.1
H 6.0477 7.8683 -0.5714 -0.2 -0.2 -0.4
```
Positions in Å, forces in eV/Å.

Computed properties:
Energy ... -2772.964531 hartree
Largest force on an atom ... 4.14 eV/A
Charge ... -1

Computed, not measured: a structure of composition C17H50CuO10S8 at a distorted geometry, with ωB97M-V/def2-TZVPD.

```
86
Properties=species:S:1:pos:R:3:forces:R:3
Cu -0.1715 -0.3678 -0.1885 -0.4 0.3 -0.6
O 2.1467 0.8220 -0.2355 -0.6 0.1 -0.2
S 3.4136 1.3913 0.0374 0.5 -0.1 0.0
O 4.3145 1.6565 -1.0349 0.2 0.2 -0.3
O 3.1238 2.7073 0.8365 0.2 0.3 0.2
C 4.2163 3.6687 1.0112 0.1 0.4 0.1
C 3.7293 5.0469 0.6182 0.4 -0.3 -0.2
C 4.2512 0.3682 1.1831 0.4 0.0 0.3
H 5.0843 3.3602 0.4322 -0.1 -0.1 -0.2
H 4.5025 3.6567 2.0635 -0.2 -0.1 0.0
H 3.4861 5.0952 -0.4430 -0.3 -0.1 0.1
H 4.5519 5.7512 0.7507 -0.1 0.0 0.2
H 2.8878 5.3294 1.2462 -0.1 0.2 -0.1
H 5.1095 0.8780 1.6204 0.0 0.2 -0.2
H 4.6297 -0.4636 0.5921 -0.1 -0.2 0.2
H 3.5767 0.0673 1.9815 -0.1 -0.2 -0.2
C -1.6156 3.9909 1.1141 0.2 0.2 0.1
S -0.2583 3.2271 0.2313 0.9 0.7 0.2
O -0.6046 1.8064 0.0110 -0.8 -1.2 -0.2
C -0.5306 4.0494 -1.3253 -0.9 0.4 -0.3
H -2.5334 4.0080 0.5323 -0.1 -0.1 0.0
H -1.2998 5.0136 1.3340 -0.1 0.0 0.0
H -1.7447 3.4583 2.0546 -0.1 0.0 0.0
H -0.2316 5.0960 -1.2634 0.3 -0.1 0.0
H -1.6047 4.0478 -1.5361 0.1 -0.1 0.0
H -0.0359 3.5195 -2.1329 0.4 0.0 0.2
C -1.0268 -4.9591 -1.9238 0.1 0.4 0.3
S -1.6504 -3.2688 -1.8841 -0.8 -0.2 -0.1
O -0.5480 -2.3876 -1.4503 0.9 0.0 0.2
C -1.7995 -3.0714 -3.6450 -0.5 -0.3 -0.6
H -0.9614 -5.2574 -0.8781 0.0 -0.2 -0.1
H -0.0381 -4.9780 -2.3795 0.0 0.0 -0.1
H -1.7358 -5.5889 -2.4550 0.0 -0.1 0.0
H -0.8403 -3.1886 -4.1463 0.1 0.1 0.1
H -2.2645 -2.1163 -3.8835 0.2 0.2 0.2
H -2.4947 -3.8331 -4.0121 0.1 0.0 0.1
C -2.7738 -1.4190 3.4266 -0.3 -0.2 -0.5
S -2.9556 -1.7185 1.6605 -0.6 0.2 -0.1
O -1.6276 -1.6043 1.0021 0.5 -0.4 0.5
C -3.3096 -3.4710 1.7922 0.0 0.2 0.4
H -3.7417 -1.6903 3.8505 0.1 0.1 0.2
H -2.5919 -0.3595 3.5701 0.1 0.0 0.1
H -1.9817 -2.0524 3.8219 0.1 0.1 0.1
H -2.5201 -3.9388 2.3804 0.1 -0.2 -0.3
H -3.4078 -3.8698 0.7873 0.1 -0.1 0.0
H -4.2463 -3.5887 2.3376 -0.1 0.0 -0.1
C 0.7303 -3.7494 1.7855 -0.4 0.1 0.5
S 2.0106 -2.6951 1.1420 0.2 -0.3 0.5
O 1.3491 -1.7198 0.2483 0.1 0.3 -0.7
C 2.7646 -3.9056 0.0665 -0.2 -0.1 -0.4
H 1.1697 -4.3972 2.5449 0.0 -0.1 -0.1
H 0.1994 -4.2969 1.0109 0.2 -0.1 -0.1
H 0.0157 -3.0787 2.2655 0.1 0.0 0.0
H 3.7503 -3.5709 -0.2438 0.0 0.0 0.1
H 2.1069 -3.9667 -0.8034 0.0 0.0 0.0
H 2.8111 -4.8747 0.5575 0.2 0.0 0.1
C 1.0275 2.1133 3.4757 0.3 -0.1 0.3
S 0.2152 0.5299 3.3291 -0.3 0.4 0.4
O 0.3739 0.0724 1.9282 0.3 -0.2 -0.1
C 1.4227 -0.4040 4.2549 0.2 -0.2 0.2
H 2.0554 2.0138 3.1257 0.0 0.1 -0.1
H 1.0148 2.3577 4.5388 0.0 0.2 0.0
H 0.5081 2.8693 2.8961 -0.1 0.0 0.0
H 2.3259 -0.4983 3.6492 -0.2 -0.1 -0.1
H 0.9795 -1.3774 4.4579 0.1 -0.1 -0.1
H 1.6961 0.0600 5.2023 -0.3 0.1 0.0
C 1.9561 1.4604 -3.8091 0.4 0.6 0.2
S 0.8161 0.1179 -3.6509 -0.1 -0.7 -0.4
O 0.2859 0.0817 -2.2649 0.0 0.5 0.4
C -0.4818 0.8697 -4.6208 -0.1 0.5 -0.4
H 1.4789 2.4369 -3.7070 -0.1 -0.1 -0.1
H 2.4597 1.3821 -4.7725 -0.1 0.0 0.0
H 2.6937 1.3795 -3.0169 0.2 -0.2 0.1
H -0.6784 1.8583 -4.2025 -0.2 -0.1 0.2
H -1.3780 0.2551 -4.6258 0.1 -0.1 0.2
H -0.1613 1.0324 -5.6516 0.2 -0.2 0.0
C -4.1715 1.3408 -0.4187 0.2 0.6 0.0
S -3.2958 0.5665 -1.7729 -0.1 0.5 0.0
O -2.1401 -0.1251 -1.1491 -0.2 -0.5 0.0
C -4.5249 -0.6847 -2.1357 -0.4 -0.5 -0.2
H -3.4260 1.9787 0.0542 0.1 -0.2 0.2
H -4.5556 0.5973 0.2739 0.0 0.0 0.0
H -4.9404 2.0170 -0.7954 -0.2 -0.3 -0.1
H -4.5776 -0.8481 -3.2108 0.0 0.1 0.0
H -5.5001 -0.3881 -1.7544 0.0 0.1 -0.2
H -4.2627 -1.6333 -1.6635 0.3 0.2 0.2
```
Positions in Å, forces in eV/Å.

Computed properties:
Energy ... -6255.402843 hartree
Largest force on an atom ... 1.47 eV/A
Energy above the lowest of the compared OMol25 structures with the same formula, charge and spin ... 0.000 eV
Multiplicity ... 2
Charge ... +2